Formula: C17H15Cl3GeN6O2STi
Source: the OMol25 dataset
Level of theory: wB97M-V/def2-TZVPD

Calculated values
Kohn-Sham gap (spin up / spin down): 6.45 / 7.87 eV
2S+1: 2
⟨S²⟩: 0.764
M: 594.25 u
Total charge: -1
DFT total energy: -5841.33484 a.u.
LUMO (spin up / spin down): 2.723 / 2.263 eV

Each line ends with the Mulliken charge.
Element x y z (Å)
Ti -0.812 -0.072 -0.614  0.56
C 4.959 0.797 0.359  -1.20
C 3.594 0.730 0.932  1.09
N 3.012 1.635 1.664  -0.87
N 1.740 1.173 1.951  -0.23
C 1.582 0.005 1.381  0.36
S 0.187 -1.025 1.437  -0.44
N 2.743 -0.317 0.736  0.53
N 2.979 -1.411 -0.095  -1.08
H 5.449 1.691 0.737  0.33
H 4.911 0.847 -0.731  0.20
H 5.542 -0.084 0.628  0.32
H 0.458 2.170 2.220  0.47
H 2.681 -2.237 0.416  0.28
H 2.336 -1.319 -0.882  0.22
Cl -1.392 -2.212 -1.747  -0.47
Ge -2.687 -3.147 0.088  0.42
Cl -3.149 -0.997 0.765  -0.33
Cl -4.553 -3.488 -1.110  -0.43
O -0.315 2.816 2.331  -0.62
C -1.165 2.722 1.337  0.13
N -1.129 1.781 0.387  0.49
C -2.138 2.014 -0.507  0.14
O -2.244 1.149 -1.457  -0.66
C -2.878 3.174 -0.112  0.45
C -3.983 3.851 -0.634  -0.71
C -4.434 4.970 0.031  -0.43
C -3.799 5.427 1.208  -0.50
C -2.710 4.769 1.736  -0.33
C -2.245 3.628 1.076  0.01
H -4.469 3.499 -1.535  0.47
H -5.290 5.512 -0.350  0.39
H -4.182 6.312 1.702  0.37
H -2.226 5.118 2.639  0.46
N 0.563 0.323 -1.500  -0.08
C 1.561 0.845 -2.289  -0.27
C 1.978 0.188 -3.453  -0.24
C 3.001 0.714 -4.225  -0.46
C 3.625 1.900 -3.860  -0.38
C 3.210 2.560 -2.709  -0.72
C 2.192 2.042 -1.926  -0.11
H 1.482 -0.734 -3.733  0.44
H 3.313 0.192 -5.122  0.36
H 4.423 2.308 -4.468  0.38
H 3.688 3.486 -2.412  0.38
H 1.871 2.544 -1.022  0.33